(1)
The following is a quantum chemistry calculation of C54H45N2P4PtTe as an isolated structure, from OMol25.

```
107
Properties=species:S:1:pos:R:3:forces:R:3:lowdin_spin:R:1
Pt 0.697 0.521 0.021 0.269 0.200 0.058 0.478
Te -2.995 -0.589 3.199 0.072 0.008 0.108 0.117
C -2.835 -2.601 3.808 -0.027 -0.059 -0.053 0.019
C -3.169 -3.637 2.949 0.031 -0.021 -0.027 0.003
C -2.984 -4.943 3.390 -0.007 0.003 -0.003 0.000
N -2.522 -5.254 4.596 -0.007 0.006 0.007 0.000
C -2.247 -4.251 5.427 0.007 -0.011 -0.013 0.001
C -2.386 -2.912 5.085 0.036 0.036 -0.013 0.004
C -1.057 -0.342 2.445 -0.061 -0.061 -0.150 0.500
P -0.557 1.355 2.319 0.001 -0.007 -0.033 0.227
C 1.274 1.426 2.313 -0.134 -0.104 0.169 0.047
C 1.847 2.573 1.745 -0.019 -0.037 -0.141 0.020
C 3.222 2.774 1.808 0.031 -0.017 0.012 0.008
C 4.030 1.832 2.421 -0.002 0.021 -0.015 0.013
C 3.472 0.684 2.980 -0.017 -0.020 -0.016 0.004
C 2.106 0.482 2.934 0.050 0.016 0.021 0.017
C -1.041 2.188 3.862 -0.005 -0.031 -0.015 0.046
C -0.444 1.853 5.077 0.009 0.013 0.000 0.007
C -0.858 2.474 6.242 0.001 0.004 0.002 0.003
C -1.865 3.433 6.200 0.005 -0.008 -0.001 -0.001
C -2.455 3.774 4.994 -0.001 -0.006 -0.006 0.001
C -2.042 3.151 3.822 -0.026 0.006 0.000 0.006
P -0.264 -1.267 1.095 0.106 0.049 0.174 0.157
C 0.899 -2.469 1.795 -0.015 0.005 0.010 0.028
C 0.580 -3.243 2.908 0.004 -0.022 0.006 0.010
C 1.490 -4.167 3.398 0.000 -0.006 -0.004 0.002
C 2.723 -4.326 2.777 -0.012 0.006 0.003 0.001
C 3.046 -3.556 1.669 -0.004 -0.004 -0.002 0.001
C 2.139 -2.626 1.182 0.007 0.039 -0.036 0.002
C -1.486 -2.259 0.209 -0.029 0.050 -0.048 0.012
C -2.616 -1.620 -0.303 -0.010 0.020 0.021 0.010
C -3.573 -2.346 -0.995 0.009 0.002 -0.002 0.000
C -3.392 -3.708 -1.206 -0.008 0.008 -0.007 0.009
C -2.254 -4.340 -0.728 0.000 -0.003 0.010 -0.001
C -1.303 -3.621 -0.017 0.019 -0.002 -0.003 0.010
H -3.547 -3.446 1.953 0.007 -0.002 -0.014 0.001
H -3.218 -5.775 2.735 0.004 -0.001 0.003 0.000
H -1.892 -4.527 6.414 -0.002 -0.004 -0.003 0.000
H -2.135 -2.138 5.798 0.010 -0.003 -0.005 0.000
H 1.211 3.316 1.275 -0.005 0.010 0.024 0.006
H 3.654 3.669 1.379 -0.003 0.001 -0.001 0.000
H 5.100 1.988 2.468 -0.001 -0.002 0.001 0.001
H 4.107 -0.050 3.459 0.000 0.001 -0.001 0.000
H 1.674 -0.407 3.377 -0.013 0.005 0.012 0.003
H 0.342 1.107 5.110 -0.002 -0.002 0.001 0.001
H -0.397 2.214 7.186 0.001 0.001 -0.002 0.001
H -2.185 3.917 7.113 0.000 0.002 -0.002 0.000
H -3.235 4.523 4.961 0.000 -0.001 0.001 0.000
H -2.502 3.413 2.877 0.006 0.000 -0.005 0.003
H -0.378 -3.128 3.394 -0.066 0.011 0.036 0.002
H 1.230 -4.768 4.260 0.008 0.002 0.000 0.000
H 3.431 -5.049 3.161 -0.001 0.000 0.000 0.000
H 4.007 -3.676 1.185 0.001 0.002 -0.001 0.000
H 2.390 -2.009 0.328 -0.002 -0.011 0.028 -0.001
H -2.750 -0.554 -0.152 -0.001 -0.001 -0.004 0.001
H -4.456 -1.846 -1.372 -0.001 -0.005 -0.001 0.000
H -4.139 -4.275 -1.747 -0.002 0.000 0.002 0.001
H -2.106 -5.399 -0.900 -0.001 0.002 0.001 0.000
H -0.424 -4.126 0.364 0.001 0.007 0.013 0.000
N -0.130 0.503 -3.004 0.034 -0.114 0.261 0.010
P 1.277 0.122 -2.131 -0.225 0.052 -0.172 0.086
C 2.509 1.279 -2.791 0.050 -0.082 -0.001 0.038
C 2.784 1.295 -4.158 0.003 -0.007 -0.002 0.005
C 3.665 2.227 -4.675 0.002 0.008 0.000 0.002
C 4.277 3.149 -3.830 -0.001 -0.006 -0.007 0.000
C 4.013 3.130 -2.471 -0.007 -0.008 0.009 0.001
C 3.130 2.192 -1.950 -0.001 0.038 0.001 0.018
C 1.835 -1.489 -2.724 -0.022 -0.020 -0.040 0.000
C 1.131 -2.269 -3.636 -0.006 -0.003 0.096 0.001
C 1.642 -3.494 -4.044 0.004 -0.012 0.002 0.000
C 2.858 -3.941 -3.551 -0.010 -0.009 -0.003 0.002
C 3.572 -3.160 -2.651 -0.004 0.007 0.014 0.000
C 3.062 -1.941 -2.240 0.035 0.015 -0.019 0.002
P -1.150 1.526 -2.012 -0.171 0.022 -0.028 0.018
C -2.665 1.507 -3.034 0.036 0.021 -0.056 0.004
C -3.346 2.684 -3.337 0.006 -0.004 -0.022 0.001
C -4.546 2.640 -4.032 -0.004 -0.003 0.003 0.000
C -5.077 1.425 -4.437 0.003 0.006 -0.001 0.000
C -4.409 0.246 -4.134 0.004 0.004 0.001 0.000
C -3.217 0.287 -3.427 -0.021 -0.022 0.010 0.001
C -0.440 3.162 -2.369 0.028 0.001 0.004 0.006
C 0.054 3.524 -3.620 0.007 0.000 0.007 0.001
C 0.649 4.761 -3.799 0.000 0.002 0.003 0.001
C 0.743 5.651 -2.734 0.002 -0.001 -0.007 0.001
C 0.245 5.302 -1.488 0.006 -0.004 0.009 0.000
C -0.336 4.053 -1.304 0.005 0.010 -0.004 0.006
H -0.616 -0.235 -3.494 0.052 0.063 -0.147 0.001
H 2.299 0.584 -4.818 0.002 -0.003 0.003 0.000
H 3.878 2.240 -5.736 -0.001 0.000 0.001 0.000
H 4.963 3.880 -4.238 0.001 -0.002 0.001 0.000
H 4.490 3.846 -1.814 0.004 0.000 -0.004 0.000
H 2.917 2.176 -0.887 -0.007 -0.015 -0.005 0.014
H 0.185 -1.940 -4.045 -0.020 -0.020 0.001 0.000
H 1.089 -4.096 -4.752 0.002 0.003 -0.004 0.000
H 3.254 -4.895 -3.873 0.001 0.001 -0.002 0.000
H 4.527 -3.501 -2.275 0.001 0.001 -0.001 0.000
H 3.629 -1.323 -1.549 -0.005 -0.008 -0.009 0.000
H -2.933 3.641 -3.041 0.003 -0.003 0.001 0.000
H -5.062 3.562 -4.267 0.000 -0.001 0.000 0.000
H -6.009 1.395 -4.986 0.000 -0.001 0.001 0.000
H -4.819 -0.706 -4.444 -0.001 0.001 0.001 0.000
H -2.729 -0.648 -3.170 0.012 0.007 0.008 0.000
H -0.012 2.823 -4.444 -0.001 0.003 -0.002 0.000
H 1.045 5.035 -4.769 -0.001 0.001 0.000 0.000
H 1.207 6.618 -2.879 0.000 0.000 0.001 0.000
H 0.315 5.996 -0.660 -0.001 0.000 -0.001 0.000
H -0.709 3.760 -0.327 -0.008 -0.004 0.000 0.003
```
Forces are in eV/Å.

Calculated values
Charge: +1
Spin multiplicity: 3
HOMO (alpha / beta): -0.345 / -0.360 Ha
ΔE to the lowest compared entry with this formula, charge and spin: 10.7 kcal/mol
<S²>: 2.013
Gap between HOMO and LUMO (alpha / beta): 7.09 / 5.99 eV


(2)
The following is a quantum chemistry calculation of an isolated ion of composition C9H14NO5 and charge -1 in a non-equilibrium geometry, from OMol25.

```
29
Properties=species:S:1:pos:R:3:forces:R:3:mulliken_charge:R:1
C -2.281 -2.748 0.308 0.035 0.009 0.168 -0.916
C -1.495 -2.534 1.597 -0.142 -0.406 -0.376 -0.475
O -0.678 -1.398 1.500 -0.029 0.188 0.445 -0.285
C 0.674 -1.693 1.236 -0.012 -0.152 -0.241 -0.797
C 1.373 -0.561 0.499 -0.091 -0.560 -0.394 0.514
O 0.809 0.696 0.870 -0.026 -0.176 0.097 -0.259
C 1.684 1.746 0.940 0.020 0.592 0.634 0.429
O 2.601 1.776 1.721 0.571 -0.116 0.323 -0.682
N 1.326 2.728 0.098 -0.658 -0.789 -1.025 -0.487
C 0.401 2.626 -0.797 0.231 0.291 0.323 1.199
C -1.035 2.833 -0.448 -0.027 0.437 -0.082 -1.325
C 0.745 2.393 -2.222 0.227 0.532 -0.205 -1.249
C 1.223 -0.741 -1.043 -0.065 0.242 0.041 0.177
O 0.055 -0.816 -1.475 -0.289 0.022 -0.084 -0.680
O 2.292 -0.761 -1.683 0.284 0.008 -0.132 -0.801
H -1.636 -2.515 -0.537 0.039 0.020 -0.118 0.245
H -2.627 -3.780 0.242 -0.080 -0.089 -0.038 0.349
H -3.149 -2.093 0.273 -0.035 0.123 -0.088 0.235
H -0.902 -3.435 1.787 0.190 0.020 0.114 0.367
H -2.172 -2.431 2.447 -0.007 0.192 0.109 0.322
H 0.740 -2.561 0.573 0.009 -0.109 -0.046 0.444
H 1.203 -1.966 2.157 -0.080 0.188 0.231 0.315
H 2.434 -0.618 0.725 0.125 0.293 0.193 0.310
H -1.344 2.059 0.250 0.028 -0.166 0.049 0.291
H -1.673 2.848 -1.325 -0.128 -0.174 -0.069 0.376
H -1.119 3.800 0.047 -0.031 -0.008 0.175 0.352
H 1.586 1.710 -2.317 -0.009 -0.223 0.071 0.255
H -0.110 2.076 -2.804 -0.073 -0.223 -0.024 0.390
H 1.076 3.360 -2.619 0.024 0.035 -0.050 0.388
```
Forces are in eV/Å.

Calculated values
Charge: -1
HOMO: -0.163 Ha
SMILES string: CCOC[C@H](OC(=O)N=C(C)C)C(=O)[O-]
ΔE to the lowest compared entry with this formula, charge and spin: 0.0 kcal/mol
Gap between HOMO and LUMO: 7.65 eV